1.
Density functional theory data (wB97M-V/def2-TZVPD) for C4H5InO as an isolated structure in a non-equilibrium geometry.

As for the calculated total energy: -11425.408 eV. The spin multiplicity is 1. Its HOMO energy (spin up / spin down) is -0.698 / -0.713 Ha. The HOMO-LUMO gap (spin up / spin down) comes out at 6.0172 / 7.3296 eV. Its total charge is +2. The value obtained for the largest force on an atom is 10.47 eV Å⁻¹.

```
11
Properties=species:S:1:pos:R:3:forces:R:3
H 0.982990 1.542623 -0.757139 -1.82 -0.48 -1.03
C 1.589936 -2.607232 0.637059 1.16 -1.48 -0.56
C 1.343937 -1.301327 0.827813 -0.46 2.59 0.20
C 1.405972 -0.272415 -0.203934 -0.46 -4.27 0.41
C 0.396972 0.614819 -0.442145 3.71 3.79 1.19
O -0.622822 0.826530 0.357608 8.50 -2.53 1.62
In -2.273512 1.156820 0.023734 -10.12 2.11 -1.71
H 1.895021 -2.991640 -0.340473 -0.04 0.05 0.30
H 1.006873 -0.972890 1.816794 -0.16 -0.10 -0.31
H 1.504606 -3.324977 1.454873 -0.23 0.16 -0.24
H 2.164465 -0.366094 -0.985825 -0.08 0.16 0.14
```
Positions in Å, forces in eV/Å.

These are the Mulliken partial charges, in e, on atoms 1 to 6: 0.334 -0.534 0.036 -0.242 0.223 -0.225

***

2.
Density functional theory data (wB97M-V/def2-TZVPD) for a 2-piece molecular cluster, C9H17NO4P overall in a non-equilibrium geometry.

As for the calculated total energy: -28576.767 eV. The spin multiplicity is 1. Its HOMO energy is -0.154 Ha. The HOMO-LUMO gap comes out at 7.5821 eV. Its total charge is -1. The value obtained for the largest force on an atom is 3.78 eV Å⁻¹.

```
32
Properties=species:S:1:pos:R:3:forces:R:3
C -0.784702 -0.493658 2.337919 0.57 -0.30 -0.44
C -1.869256 0.448638 1.895407 1.36 -0.16 2.69
C -0.190675 0.104999 3.573786 -0.81 -0.55 -2.24
C -1.870180 1.451875 2.807846 -0.37 0.05 -1.41
C -2.737313 2.678197 2.824420 0.58 -0.19 -1.17
C -1.369524 0.320044 -3.383304 1.97 1.23 0.30
C 2.154772 -3.713424 -2.054477 -2.43 -0.75 2.80
C -1.114829 0.731292 -1.893040 0.51 -0.68 -0.32
C 1.187424 -2.636479 -2.426210 -2.55 0.44 -0.17
N -0.828643 1.247425 3.775279 1.07 -1.37 1.22
O -0.578805 2.055911 4.729618 -0.41 0.82 0.17
O 0.819688 -1.662375 0.315958 -0.05 -2.23 1.86
O -0.492219 -0.206414 -1.043776 -1.01 -0.39 -0.52
O 1.652229 -1.353257 -2.060758 0.15 0.33 -0.42
P 1.135365 -0.566177 -0.597951 0.52 1.58 -3.02
H -0.892204 -1.592692 2.508920 -0.64 0.76 -0.48
H -2.260445 0.429433 0.914126 -0.80 -0.09 -0.56
H 0.651138 -0.434261 4.070934 -1.00 1.45 0.14
H -0.142224 -0.506814 1.409540 0.14 -0.22 1.17
H -3.405940 2.635399 3.640604 -0.79 -0.05 1.09
H -3.364231 2.668312 1.900203 0.63 0.13 0.61
H -2.184488 3.615556 2.927778 0.07 -0.17 -0.19
H -1.208248 1.244534 -4.054602 -0.53 -1.47 0.89
H -0.586156 -0.408409 -3.629415 -0.12 0.19 -0.15
H -2.317576 -0.154302 -3.537445 -0.62 -0.05 -0.10
H 1.595963 -4.684006 -2.117386 0.92 0.49 -0.27
H 3.012353 -3.625963 -2.616606 1.94 -0.25 -1.44
H 2.418421 -3.568546 -0.987776 -0.08 -0.17 -0.47
H -2.036884 1.012967 -1.445839 -1.30 -0.15 0.52
H -0.595794 1.650234 -1.819888 1.14 1.15 -0.48
H 0.130380 -2.762751 -1.957249 1.72 -0.21 -0.52
H 1.006116 -2.764642 -3.543752 0.21 0.82 0.92
```
Positions in Å, forces in eV/Å.

These are the Mulliken partial charges, in e, on atoms 1 to 6: 0.134 -0.241 -0.316 0.098 -1.291 -0.841

***

3.
Density functional theory data (wB97M-V/def2-TZVPD) for C41H59GeN3O5PSSi2Ti as an isolated structure in a non-equilibrium geometry.

As for the calculated total energy: -173692.458 eV. The spin multiplicity is 2. Its HOMO energy (spin up / spin down) is -0.213 / -0.262 Ha. The HOMO-LUMO gap (spin up / spin down) comes out at 5.4304 / 6.7991 eV. The value obtained for the largest force on an atom is 1.46 eV Å⁻¹.

```
114
Properties=species:S:1:pos:R:3:forces:R:3
Ti -0.663916 0.428702 0.247365 -0.74 -0.21 -0.20
C -1.659187 4.085307 0.916315 -0.26 0.06 0.03
Si -0.079834 3.095249 0.747774 0.26 -0.65 -0.09
C 1.042778 4.196143 -0.362965 0.09 0.00 -0.04
C 2.169072 3.453892 -1.079292 0.06 0.07 -0.09
C 0.167392 4.875612 -1.426077 0.03 0.06 -0.05
C 1.676813 5.305878 0.490576 -0.03 0.05 0.01
C 0.493918 2.812782 2.553734 0.26 0.13 0.11
C 0.321792 4.065837 3.424718 -0.12 -0.12 0.13
C 1.939535 2.321696 2.696970 0.02 0.06 0.07
C -0.443511 1.728008 3.097698 -0.12 0.22 0.00
H -1.410010 5.077414 1.304719 -0.01 0.00 -0.02
H -2.365526 3.614364 1.601198 0.01 0.07 0.01
H -2.173074 4.228440 -0.033548 -0.01 0.04 0.03
H 1.788300 2.683658 -1.752202 0.00 0.00 0.01
H 2.844348 2.964057 -0.378447 0.03 -0.02 0.02
H 2.750731 4.171160 -1.676140 -0.04 -0.06 0.04
H 0.804956 5.497345 -2.067090 -0.03 -0.03 0.01
H -0.344845 4.156097 -2.067387 0.01 0.01 0.01
H -0.586534 5.527628 -0.983382 0.03 0.00 -0.02
H 2.371644 4.909769 1.232911 -0.01 0.01 -0.01
H 0.926610 5.908105 1.010518 0.02 -0.02 -0.02
H 2.243867 5.980824 -0.163286 -0.04 -0.02 0.03
H 0.980581 4.875716 3.118070 0.05 0.02 -0.03
H 0.568957 3.821975 4.466828 -0.01 0.01 -0.05
H -0.704605 4.439381 3.410878 0.04 -0.02 0.00
H 2.659045 3.036336 2.288281 -0.03 -0.01 0.02
H 2.105127 1.368842 2.200934 -0.01 -0.06 -0.02
H 2.174531 2.190744 3.762307 0.00 0.01 -0.06
H -1.486532 2.049118 3.122899 0.02 -0.01 -0.03
H -0.145182 1.443763 4.114226 -0.03 -0.05 -0.05
H -0.408530 0.797128 2.506938 0.11 -0.16 0.04
O -5.939277 1.832493 -2.013897 -0.17 -0.26 0.04
S -4.873631 2.854986 -1.479506 0.25 0.17 -0.03
O -5.536403 4.118798 -1.473060 -0.08 -0.02 0.01
N -4.270072 2.288374 -0.156290 0.04 -0.02 0.10
C -3.004037 1.826232 -0.405206 0.15 -0.05 0.56
O -2.308952 1.229123 0.552793 -1.31 0.53 -0.36
C -2.509521 2.053282 -1.706605 0.06 -0.11 -0.08
C -1.290161 1.698382 -2.322766 -0.15 -0.01 0.12
C -1.101845 1.967014 -3.651942 0.07 0.08 0.03
C -2.098475 2.610789 -4.417342 0.01 0.02 -0.06
C -3.298932 2.975071 -3.840345 -0.02 0.00 0.08
C -3.482394 2.700018 -2.491823 -0.04 0.04 -0.30
H -0.488676 1.185769 -1.784785 0.19 0.17 -0.21
H -0.165558 1.691961 -4.122704 -0.01 0.01 0.01
H -1.920102 2.811982 -5.465158 0.00 -0.01 0.02
H -4.077656 3.452901 -4.421268 0.01 0.00 0.02
C -2.977730 -5.645790 2.431468 0.03 0.04 -0.02
C -1.726986 -5.496089 3.015526 0.03 0.06 -0.02
C -0.919461 -4.409854 2.686703 -0.10 -0.05 -0.01
C -1.342156 -3.459912 1.756247 -0.21 0.14 0.23
C -2.611801 -3.613713 1.204915 -0.03 -0.11 0.04
C -3.427133 -4.691903 1.526593 0.05 0.02 0.01
Ge -0.166148 -1.992889 1.144818 1.03 -0.32 0.07
C 0.589809 -2.961975 -0.485022 -0.11 -0.04 -0.09
C 0.986317 -2.347535 -1.682134 0.10 0.02 0.13
C 1.576562 -3.059883 -2.724012 0.01 -0.06 0.04
C 1.756180 -4.434819 -2.617563 -0.03 -0.02 0.00
C 1.340065 -5.076321 -1.460067 -0.03 0.02 -0.01
C 0.769769 -4.348093 -0.418224 -0.04 0.04 -0.02
C 1.350679 -2.122819 2.427384 0.02 0.02 0.16
C 1.292369 -1.346609 3.589957 0.07 -0.18 -0.01
C 2.304242 -1.376833 4.542794 -0.04 -0.01 -0.07
C 3.410446 -2.193326 4.351270 -0.01 -0.01 -0.03
C 3.487783 -2.978505 3.209149 -0.07 0.02 0.03
C 2.469550 -2.940872 2.261442 -0.07 0.04 0.01
H -3.601758 -6.492943 2.687894 0.01 0.02 0.00
H -1.376352 -6.227284 3.733974 0.00 0.01 0.00
H 0.049707 -4.305598 3.160884 0.01 -0.01 -0.01
H -2.960290 -2.857163 0.518878 -0.06 0.07 -0.06
H -4.413405 -4.786846 1.083944 0.03 0.01 0.01
H 0.889877 -1.278658 -1.803509 0.00 0.12 0.06
H 1.916879 -2.533407 -3.610031 0.01 0.01 -0.01
H 2.223871 -4.993149 -3.419397 0.00 0.01 0.01
H 1.467834 -6.147702 -1.359058 0.01 0.02 0.01
H 0.460731 -4.882559 0.473534 0.01 0.00 -0.01
H 0.435744 -0.709691 3.766391 -0.01 -0.01 0.02
H 2.230126 -0.763238 5.433106 -0.01 0.00 -0.02
H 4.205291 -2.218479 5.086594 -0.01 0.00 -0.01
H 4.346604 -3.620923 3.052025 0.00 0.00 -0.01
H 2.565940 -3.551809 1.370694 -0.02 0.00 0.02
N -1.472596 -2.806749 -3.667774 -0.09 -0.23 0.05
C -2.437224 -3.108906 -2.559395 0.09 -0.19 -0.04
P -2.996021 -1.422989 -2.063758 0.24 0.31 -0.16
O -3.099719 -0.745203 -3.396543 0.10 -0.06 0.13
O -2.014563 -0.924033 -1.023314 0.45 0.33 0.13
C -4.616945 -1.742852 -1.330798 -0.19 0.16 0.20
N -5.148463 -0.547005 -0.670103 -0.01 0.03 -0.23
H -1.409051 -3.545288 -4.362600 0.04 -0.02 0.04
H -0.535675 -2.639057 -3.279073 0.12 -0.06 0.06
H -1.839682 -1.927039 -4.084920 -0.12 0.24 -0.12
H -1.947409 -3.678701 -1.772028 0.07 -0.01 -0.06
H -3.265968 -3.666834 -2.992102 -0.02 -0.04 0.07
H -4.540230 -2.596561 -0.653536 0.05 -0.14 -0.01
H -5.261491 -2.029945 -2.163709 -0.07 0.02 0.01
H -5.955375 -0.783583 -0.104803 -0.04 0.01 -0.03
H -5.677545 0.913449 -1.708888 0.04 0.04 0.14
H -4.463281 -0.143564 -0.035157 -0.03 -0.02 -0.02
C 4.846607 0.453959 -2.108124 0.03 0.07 -0.21
Si 4.368761 -0.047600 -0.381527 0.05 0.01 0.02
C 5.279006 0.985804 0.866174 0.07 0.12 0.16
C 4.740506 -1.846048 -0.115451 0.00 -0.25 0.05
C 2.572809 0.243161 -0.194444 -0.24 0.05 0.03
C 1.375223 0.464247 -0.065165 0.20 -0.21 -0.28
H 5.928970 0.368399 -2.241132 -0.04 0.01 -0.03
H 4.556267 1.487870 -2.313070 0.02 -0.05 0.00
H 4.361603 -0.189272 -2.848056 0.03 0.04 0.02
H 6.353321 0.786447 0.812027 -0.03 0.02 0.02
H 4.939538 0.755910 1.879791 0.02 0.01 -0.03
H 5.122092 2.052985 0.690708 0.00 -0.03 0.01
H 5.802273 -2.050983 -0.278797 -0.02 -0.01 -0.01
H 4.156963 -2.467551 -0.802025 0.03 0.00 0.03
H 4.481099 -2.143478 0.904245 0.09 0.06 -0.15
```
Positions in Å, forces in eV/Å.

These are the Mulliken partial charges, in e, on atoms 1 to 6: -1.459 -1.530 0.851 3.153 -2.028 -1.832

***

4.
Density functional theory data (wB97M-V/def2-TZVPD) for one molecule with the formula C4H6O2.

As for the calculated total energy: -8339.499 eV. The spin multiplicity is 1. Its HOMO energy is -0.364 Ha. The HOMO-LUMO gap comes out at 10.8579 eV. Its SMILES is C=C(C)OC=O. The value obtained for the largest force on an atom is 0.53 eV Å⁻¹.

```
12
Properties=species:S:1:pos:R:3:forces:R:3
C -1.478983 0.214921 0.125999 -0.02 0.01 -0.05
C -0.001402 0.370861 0.289588 -0.01 0.39 -0.14
O 0.677523 -0.770007 0.764634 0.08 -0.03 -0.08
C 0.740928 1.440323 0.051943 -0.10 -0.09 0.02
C 1.056485 -1.619372 -0.209273 -0.08 -0.13 -0.37
O 0.684228 -1.584890 -1.349678 0.23 -0.03 0.48
H -1.870251 1.022968 -0.496443 0.05 -0.08 0.11
H -1.992473 0.244570 1.093433 0.12 -0.05 -0.09
H -1.711775 -0.737314 -0.357665 0.05 0.12 0.05
H 0.307485 2.349959 -0.344836 -0.02 -0.08 0.13
H 1.810521 1.407469 0.233504 -0.15 0.04 -0.07
H 1.777714 -2.339488 0.198794 -0.16 -0.06 0.00
```
Positions in Å, forces in eV/Å.

These are the Mulliken partial charges, in e, on atoms 1 to 6: -1.000 0.744 -0.317 -0.856 0.126 -0.462

***

What did the fourth record say?
Density functional theory data (wB97M-V/def2-TZVPD) for one molecule with the formula C4H6O2.

As for the calculated total energy: -8339.499 eV. The spin multiplicity is 1. Its HOMO energy is -0.364 Ha. The HOMO-LUMO gap comes out at 10.8579 eV. Its SMILES is C=C(C)OC=O. The value obtained for the largest force on an atom is 0.53 eV Å⁻¹.

```
12
Properties=species:S:1:pos:R:3:forces:R:3
C -1.478983 0.214921 0.125999 -0.02 0.01 -0.05
C -0.001402 0.370861 0.289588 -0.01 0.39 -0.14
O 0.677523 -0.770007 0.764634 0.08 -0.03 -0.08
C 0.740928 1.440323 0.051943 -0.10 -0.09 0.02
C 1.056485 -1.619372 -0.209273 -0.08 -0.13 -0.37
O 0.684228 -1.584890 -1.349678 0.23 -0.03 0.48
H -1.870251 1.022968 -0.496443 0.05 -0.08 0.11
H -1.992473 0.244570 1.093433 0.12 -0.05 -0.09
H -1.711775 -0.737314 -0.357665 0.05 0.12 0.05
H 0.307485 2.349959 -0.344836 -0.02 -0.08 0.13
H 1.810521 1.407469 0.233504 -0.15 0.04 -0.07
H 1.777714 -2.339488 0.198794 -0.16 -0.06 0.00
```
Positions in Å, forces in eV/Å.

These are the Mulliken partial charges, in e, on atoms 1 to 6: -1.000 0.744 -0.317 -0.856 0.126 -0.462

***

Question: Look up the calculated total energy of the second one.
Answer: -28576.767 eV